Here is a molecular structure, C19H35BNO11Ti in a non-equilibrium geometry from the Open Molecules 2025 dataset. Energies are from ωB97M-V with the def2-TZVPD basis set.

```
68
Properties=species:S:1:pos:R:3:forces:R:3:lowdin_charge:R:1
Ti 15.528 5.413 10.808 -0.693 -0.522 -0.835 0.807
O 15.660 8.583 3.923 -0.828 -3.035 2.212 0.065
C 15.266 7.553 4.516 0.814 1.806 -2.294 -0.344
O 15.982 6.677 5.213 -0.103 0.997 -0.166 0.195
B 15.078 5.657 5.807 0.289 -0.472 0.585 -0.915
O 13.770 5.920 5.201 -1.104 0.933 -1.209 0.224
C 13.806 6.980 4.393 0.549 0.465 0.683 -0.376
O 12.946 7.492 3.722 0.247 -0.799 0.541 0.122
O 14.992 5.822 7.287 0.186 0.475 -0.298 0.125
C 14.953 4.582 7.828 1.052 -2.497 -7.430 -0.438
O 14.794 4.320 9.004 0.151 0.325 5.435 -0.087
C 15.225 3.558 6.603 -0.197 -1.951 3.413 -0.381
O 15.485 4.273 5.521 -0.165 1.453 -0.262 0.184
O 15.265 2.287 6.603 -0.152 3.192 0.381 -0.029
C 16.537 2.051 13.901 -0.211 0.840 -1.134 -0.037
C 16.455 3.425 13.249 -0.859 0.754 -0.381 -0.497
C 17.716 4.155 13.119 1.902 -0.264 1.803 -0.091
O 16.039 3.391 11.843 -1.068 -0.407 0.443 -0.139
H 16.978 1.429 13.122 0.194 -0.671 0.409 0.084
H 15.518 1.739 14.127 0.168 -0.332 0.119 0.079
H 17.161 2.105 14.793 -0.099 -0.178 -0.094 0.086
H 15.704 4.009 13.780 -0.140 0.267 -0.050 0.088
H 18.161 4.194 14.114 0.319 0.248 0.205 0.079
H 17.668 5.191 12.785 -0.275 -0.171 -0.358 0.058
H 18.371 3.508 12.535 0.308 0.414 -0.367 0.097
H 16.209 2.491 11.557 -0.207 0.017 -0.740 0.102
C 11.890 4.405 12.086 -0.533 -1.200 -2.168 -0.083
C 12.336 5.839 11.843 0.578 -0.895 3.506 -0.364
C 11.547 6.790 12.831 1.337 0.651 -1.970 -0.051
O 13.782 5.808 12.230 -0.036 1.086 -2.232 -0.243
H 11.699 3.840 12.998 0.136 1.346 0.834 0.081
H 12.637 3.767 11.613 0.010 -0.052 -0.395 0.073
H 10.987 4.279 11.488 -0.275 -0.252 -0.090 0.080
H 12.367 6.025 10.769 -0.348 0.365 0.241 0.138
H 10.523 6.975 12.506 -0.384 -0.998 0.427 0.074
H 11.898 7.819 12.745 0.688 0.007 0.152 0.060
H 11.757 6.443 13.842 -0.632 -0.011 -0.081 0.068
H 13.952 5.560 13.142 -0.074 -0.139 1.195 0.024
C 16.681 9.862 10.237 0.976 1.689 0.746 -0.043
C 16.203 8.672 9.522 -1.198 -1.105 -1.607 -0.446
C 16.356 8.989 7.991 0.347 -1.688 -0.683 -0.107
C 17.763 8.743 7.499 0.725 1.074 -0.399 -0.197
C 18.388 7.429 7.846 -1.416 0.548 1.620 -0.115
C 18.358 7.226 9.416 1.878 -0.714 -1.266 -0.468
N 17.008 7.466 9.957 -0.610 -0.784 -2.894 -0.100
O 16.908 7.195 11.336 0.195 0.124 0.052 -0.113
C 18.777 5.760 9.585 -1.333 -0.749 0.077 -0.043
C 19.536 7.990 10.054 -0.133 0.205 -0.085 -0.035
C 14.682 8.362 9.714 0.098 0.619 1.704 0.001
H 17.706 10.104 9.959 0.134 -0.230 -0.097 0.078
H 16.712 9.761 11.322 -0.367 0.263 0.229 0.081
H 16.148 10.769 9.950 -0.462 -0.144 0.351 0.105
H 15.753 8.372 7.325 -0.488 -0.482 0.678 0.106
H 16.003 9.992 7.751 0.217 0.221 0.479 0.129
H 18.374 9.551 7.901 0.475 0.168 -0.285 0.102
H 17.871 8.691 6.415 -0.597 1.015 -0.221 0.122
H 19.396 7.484 7.437 0.167 -0.504 0.463 0.129
H 17.802 6.686 7.305 0.128 -0.488 0.310 0.124
H 17.928 5.116 9.358 -0.422 -0.121 -0.243 0.075
H 19.489 5.480 8.808 0.388 0.140 0.415 0.097
H 19.058 5.444 10.590 0.487 0.326 0.020 0.076
H 19.544 7.713 11.108 0.175 0.509 0.174 0.081
H 20.473 7.643 9.618 -0.069 -0.418 0.006 0.086
H 19.595 9.063 9.870 -0.485 0.116 0.353 0.069
H 13.995 8.839 9.016 0.463 -0.663 -0.796 0.101
H 14.248 8.773 10.626 0.577 0.267 0.667 0.078
H 14.511 7.302 9.904 -0.281 -0.125 -0.985 0.035
H 16.803 8.075 11.706 -0.115 0.139 1.191 0.074
```
Forces are in eV/Å.

Results
Spin multiplicity ... 5
Charge ... -1
HOMO energy (spin up / spin down) ... -1.095 / -5.728 eV
Gap between HOMO and LUMO (spin up / spin down) ... 3.23 / 7.84 eV
Lowest unoccupied orbital energy (spin up / spin down) ... 2.139 / 2.109 eV
Energy above the lowest of the compared OMol25 structures with the same formula, charge and spin ... 0.0 kJ/mol
E_tot ... -2501.73225 hartree